[1]
An isolated molecule of C5H6N2 in a non-equilibrium geometry, computed with ωB97M-V/def2-TZVPD.

The geometry in ORCA input format:
```
! wB97M-V def2-TZVPD RIJCOSX def2/J DEFGRID3
* xyz 0 1
C -1.98133 -0.19852 -0.15891
C -0.63584 -0.13603 0.01278
C 0.05408 -1.39927 0.02268
N 1.36396 -1.58000 -0.08476
N 2.26652 -0.47592 -0.15413
C 1.75734 0.66274 -0.01269
C 0.31455 0.97103 0.03906
H -2.45692 -1.14693 0.07255
H -2.40126 0.90533 -0.47922
H -0.75925 -2.32047 0.41095
H 2.31879 1.62746 0.03105
H 0.09756 1.64194 -0.72075
H 0.06181 1.44864 1.02140
*
```

LUMO energy: -0.129 eV
Kohn-Sham gap: 8.927 eV
SMILES: C=C1C=NN=CC1



[2]
A structure of composition C5H6N2O in a non-equilibrium geometry, computed with ωB97M-V/def2-TZVPD.

The geometry in ORCA input format:
```
! wB97M-V def2-TZVPD RIJCOSX def2/J DEFGRID3
* xyz 0 1
C 0.66238 1.28500 0.29752
C 0.63085 -0.16655 -0.15217
C 1.78000 -0.67504 -0.04252
C -1.81746 -0.78534 0.02774
C -2.17628 0.71476 -0.24431
H 1.74801 1.53131 0.06325
H 0.00737 1.97039 -0.42421
H 0.26962 1.21344 1.43034
H 1.79861 -1.80197 -0.07411
H 2.90572 -0.28061 -0.66864
H -0.30937 -2.17116 -0.16848
N -0.42232 -1.07504 -0.07421
N -2.37928 1.86693 -0.12417
O -2.69786 -1.62610 0.15397
*
```

LUMO energy: -0.147 eV
Kohn-Sham gap: 9.244 eV



[3]
An isolated molecule of C5H6N2O in a non-equilibrium geometry, computed with ωB97M-V/def2-TZVPD.

The geometry in ORCA input format:
```
! wB97M-V def2-TZVPD RIJCOSX def2/J DEFGRID3
* xyz 0 1
C -1.54108 -0.10383 -0.93830
C -1.11303 0.36710 0.44950
N 0.29936 0.60394 0.54224
C 1.38948 1.13187 0.05002
O 1.93795 2.02356 -0.49830
C 1.49477 -0.20071 0.75029
C 1.72194 -1.41391 0.06107
N 1.88887 -2.39434 -0.50783
H -2.60904 -0.30442 -0.93487
H -1.32904 0.66374 -1.67907
H -1.01399 -1.01458 -1.21472
H -1.62296 1.29834 0.71261
H -1.35459 -0.39072 1.20142
H 1.85134 -0.26603 2.00595
*
```

LUMO energy: 0.568 eV
Kohn-Sham gap: 10.706 eV
SMILES: CCN1C(=O)[C@@H]1C#N



[4]
An isolated molecule of C5H6N2O in a non-equilibrium geometry, computed with ωB97M-V/def2-TZVPD.

The geometry in ORCA input format:
```
! wB97M-V def2-TZVPD RIJCOSX def2/J DEFGRID3
* xyz 0 1
H -1.46559 0.06168 -1.87070
N -1.75748 0.48182 -0.98421
C -0.90451 0.30108 -0.02076
C -0.97173 1.17277 1.21276
C -0.22908 -1.03427 0.14229
C 0.98233 -1.05939 -0.39617
O 1.94068 -2.00315 -0.17295
C 1.37497 0.34184 -0.93542
N 1.99018 1.14543 -1.50304
H -0.63745 2.17983 0.95000
H -0.34245 0.78455 2.01743
H -2.00545 1.22785 1.56288
H -0.70954 -1.83612 0.68514
H 2.73511 -1.76393 -0.68724
*
```

LUMO energy: 0.102 eV
Kohn-Sham gap: 9.529 eV
SMILES: [H]/N=C(C)\C=C(\O)C#N



[5]
An isolated molecule of C5H6N2O in a non-equilibrium geometry, computed with ωB97M-V/def2-TZVPD.

The geometry in ORCA input format:
```
! wB97M-V def2-TZVPD RIJCOSX def2/J DEFGRID3
* xyz 0 1
H 1.14974 -1.66894 1.53478
N 1.79468 -1.20847 0.90000
C 1.24847 -0.22687 0.29073
N 1.97512 0.46993 -0.66964
C -0.10340 0.29286 0.46788
C -0.99383 1.07700 -0.43684
C -2.08732 0.30641 -0.51197
C -1.47262 -0.82744 0.25392
O -1.00468 -0.46773 1.43683
H 2.95646 0.23362 -0.64328
H 1.79616 1.46062 -0.73928
H -0.75689 2.02570 -0.89257
H -3.06235 0.40835 -0.95213
H -1.43954 -1.87503 -0.03845
*
```

LUMO energy (spin up / spin down): -0.115 / -0.114 eV
Kohn-Sham gap (spin up / spin down): 7.788 / 7.790 eV
SMILES: [H]/N=C(/N)[C@@]12C=C[C@@H]1O2



[6]
A structure of composition C5H6N2O in a non-equilibrium geometry, computed with ωB97M-V/def2-TZVPD.

The geometry in ORCA input format:
```
! wB97M-V def2-TZVPD RIJCOSX def2/J DEFGRID3
* xyz 0 1
C 1.14800 -1.24009 0.33370
C -2.25282 -1.15900 0.39080
C -1.37810 -1.36544 -0.58321
C 0.34928 0.93171 -0.31846
C 1.57665 1.66524 0.15186
N 1.87368 -2.03575 0.70467
N 0.27593 -0.42607 -0.15928
O -0.49527 1.61682 -0.80674
H -3.31041 -1.40592 0.22942
H -2.01673 -0.48106 1.14915
H -1.40870 -1.59099 -1.65755
H 2.27816 1.09710 0.79838
H 2.19420 1.87454 -0.73359
H 1.16612 2.51892 0.50086
*
```

LUMO energy: -0.021 eV
Kohn-Sham gap: 9.962 eV



[7]
An isolated molecule of C5H6N2O in a non-equilibrium geometry, computed with ωB97M-V/def2-TZVPD.

The geometry in ORCA input format:
```
! wB97M-V def2-TZVPD RIJCOSX def2/J DEFGRID3
* xyz 0 1
C -0.20687 -1.64848 0.42565
C -1.12205 -0.53349 -0.24887
O -2.34169 -0.50532 -0.72467
N -0.67698 0.64560 0.17428
C -0.14891 1.95360 -0.37240
C 0.79356 0.94129 0.40480
C 1.59703 -0.07172 -0.42578
N 2.21063 -0.99845 -0.78718
H -1.19501 -2.40290 0.55819
H 0.43180 -2.24631 -0.32652
H 0.11668 -1.37821 1.42391
H 0.03932 1.99039 -1.54546
H -0.57739 2.98414 0.18551
H 1.07987 1.26987 1.25855
*
```

LUMO energy: 0.298 eV
Kohn-Sham gap: 10.324 eV
SMILES: CC(=O)N1C[C@@H]1C#N



[8]
A structure of composition C5H6N2O in a non-equilibrium geometry, computed with ωB97M-V/def2-TZVPD.

The geometry in ORCA input format:
```
! wB97M-V def2-TZVPD RIJCOSX def2/J DEFGRID3
* xyz 0 1
C -1.02607 -0.36595 0.24007
C 0.28162 -0.67862 -1.61447
C 0.85333 0.23970 -0.70405
C 2.16108 0.50348 0.35407
C 0.09682 0.33609 0.42291
H -2.51194 0.88243 0.55581
H -2.29203 -0.16059 1.83511
H -1.56023 -1.50449 -1.43757
H 0.85666 -0.79900 -2.76022
H 2.77289 1.29769 0.11138
H 2.61367 -0.74702 0.73498
N -2.26126 -0.08665 0.88198
N -0.94124 -1.01710 -0.92750
O 1.04222 1.06862 1.13600
*
```

LUMO energy: 0.840 eV
Kohn-Sham gap: 8.794 eV



Relative energy (zero: lowest compared OMol25 entry of this formula, charge and spin) for the records above, in order: 92.5, 86.9, 53.6, 54.9, 101.0, 72.7, 107.8, 146.9 kcal per mole
Molecular weight for the records above, in order: 94.12, 110.12, 110.12, 110.12, 110.12, 110.12, 110.12, 110.12 g mol⁻¹
Energy for the records above, in order: -303.48862, -378.73247, -378.78559, -378.78343, -378.70998, -378.75502, -378.69913, -378.63687 hartree